Record 1
# C5H14N2

The ion C5H14N2 with charge +1 (ωB97M-V/def2-TZVPD, OMol25).

Each line ends with the Löwdin spin population.
CARTESIAN COORDINATES (ANGSTROEM)
N1 -0.61429 -0.68272 1.23610  0.510
N2 1.20954 0.69269 -0.45813  0.090
C1 1.80227 1.93803 -1.03799  0.010
C2 -0.17727 0.51824 -0.79289  0.076
C3 0.63141 -0.97756 1.83155  0.116
C4 -0.77744 -0.79828 -0.19192  0.058
C5 -2.23822 -0.90252 -0.59609  0.018
H1 -0.31178 0.49405 -1.87762  0.025
H2 1.06067 -1.87899 1.42129  0.004
H3 1.27333 -0.09869 1.54519  0.059
H4 -2.70425 -1.84984 -0.37917  0.000
H5 2.06098 2.60345 -0.21540  0.000
H6 -0.98257 0.21238 1.55903  0.012
H7 -0.18218 -1.64976 -0.51797  0.000
H8 -0.79899 1.32088 -0.37954  0.002
H9 2.74452 1.65173 -1.49195  0.001
H10 -2.80428 -0.09010 -0.15315  0.000
H11 1.18677 2.39685 -1.79947  0.001
H12 -2.25770 -0.76508 -1.67729  0.001
H13 0.57049 -0.95111 2.92492  0.017
H14 1.69340 -0.10522 -0.85678  -0.001

Cartesian forces, eV/Å:
N 0.3795 0.8586 -0.4726
N -0.0619 0.1320 -0.7943
C 0.6481 -0.6964 0.9272
C -0.0666 -0.0124 0.6901
C -0.1127 0.3139 0.4287
C 0.0571 -0.2886 0.0671
C 0.3278 0.3397 -0.5830
H -0.3380 -0.2600 -0.0635
H 0.1225 -0.2372 0.0934
H 0.0929 -0.1258 -0.2525
H 0.0226 -0.2727 0.2997
H -0.3116 0.3088 -0.2376
H -0.5774 -0.3712 0.4203
H -0.0698 -0.1387 -0.0863
H 0.2577 0.2987 -0.2441
H 0.1228 0.0698 -0.1672
H -0.2115 0.0759 0.1120
H -0.2707 0.1671 0.0183
H -0.2050 -0.0267 -0.0223
H -0.0128 -0.2110 -0.1853
H 0.2068 0.0765 0.0520

Results
* electronic energy: -8383.7393 eV
* relative energy (zero: lowest compared OMol25 entry of this formula, charge and spin): 64.73 kJ/mol
* charge: +1
* expectation value of S²: 0.76
* multiplicity: 2
* molecular weight: 102.2 g/mol
* max |F|: 1.3 eV/Å



Record 2
# C5H14N2

The ion C5H14N2 with charge +1 (ωB97M-V/def2-TZVPD, OMol25).

Each line ends with the Löwdin spin population.
CARTESIAN COORDINATES (ANGSTROEM)
N1 -0.94501 0.12046 -1.17283  0.584
N2 1.82188 2.00538 -0.07727  0.041
C1 0.36843 -0.81150 0.80496  0.082
C2 0.41202 1.67369 0.12514  0.044
C3 0.22889 0.18735 -0.37638  0.090
C4 -2.24372 0.01908 -0.52323  0.068
C5 0.70943 -2.21467 0.29201  0.009
H1 1.35185 -2.19883 -0.58661  0.001
H2 -0.49081 -0.80165 1.46774  0.002
H3 1.98135 2.96493 0.22078  0.005
H4 -2.38378 0.87014 0.14110  0.002
H5 1.20148 -0.45243 1.36228  0.004
H6 1.26946 -2.74732 1.05643  0.004
H7 -2.45131 -0.93343 -0.03355  0.034
H8 -0.20565 -2.78486 0.11214  0.000
H9 -0.16020 2.33585 -0.52911  0.000
H10 0.09313 1.80300 1.16184  0.005
H11 -3.04043 0.16440 -1.26007  0.008
H12 -0.88500 -0.71487 -1.76836  0.017
H13 1.03791 0.00086 -1.08215  0.001
H14 2.33010 1.51440 0.66514  0.001

Cartesian forces, eV/Å:
N -0.7645 -3.9332 1.8625
N -0.0441 -0.3126 1.3398
C -0.1863 -0.9200 -0.8420
C 0.4842 0.3129 -0.5558
C 0.4760 2.0687 -0.4776
C -1.0627 2.2993 -0.5906
C -0.4708 -0.0209 0.4735
H -0.1147 0.0549 -0.1148
H -0.2103 0.1042 -0.0409
H -0.1535 0.2622 -0.5381
H 0.2068 -0.2666 0.4641
H 0.6722 0.5575 0.4402
H -0.0534 -0.0992 0.1224
H 0.5657 -0.1858 0.0555
H 0.1996 -0.0781 -0.2606
H -0.1248 -0.0342 0.2036
H -0.3018 -0.2500 -0.0274
H 0.2319 -0.2872 -0.2110
H 0.2202 0.8780 -1.0106
H 0.2364 0.0192 0.1812
H 0.1939 -0.1692 -0.4736

Results
* electronic energy: -8383.2266 eV
* relative energy (zero: lowest compared OMol25 entry of this formula, charge and spin): 114.19 kJ/mol
* charge: +1
* expectation value of S²: 0.75
* multiplicity: 2
* molecular weight: 102.2 g/mol
* max |F|: 4.4 eV/Å